Below is a structure of composition C20H20N2O3S in a non-equilibrium geometry, with properties calculated with ωB97M-V/def2-TZVPD.

Its total energy is -41019.329 eV. The calculation puts the energy above the lowest of the compared OMol25 structures with the same formula, charge and spin at 98.1 kcal/mol.

```
46
C20H20N2O3S (ωB97M-V/def2-TZVPD)
C 1.223 -3.044 2.594
N 2.278 -2.083 2.315
C 3.537 -2.438 1.843
C 4.279 -1.306 1.796
N 3.466 -0.264 2.226
C 3.894 1.118 2.354
C 2.243 -0.746 2.528
C 1.173 0.045 3.158
C -0.181 -0.267 2.762
C -1.205 0.055 3.626
C -2.584 -0.436 3.417
C -3.536 -0.263 4.436
C -4.738 -0.965 4.405
C -5.024 -1.814 3.326
C -4.132 -1.901 2.253
C -2.930 -1.180 2.275
O 1.460 0.918 4.008
H 0.378 -2.567 3.105
H 0.863 -3.499 1.660
H 1.625 -3.842 3.232
H 3.793 -3.459 1.614
H 5.308 -1.156 1.519
H 3.041 1.786 2.200
H 4.312 1.300 3.354
H 4.664 1.314 1.600
H -0.338 -0.739 1.789
H -0.929 0.338 4.655
H -3.306 0.401 5.269
H -5.441 -0.852 5.230
H -5.953 -2.381 3.312
H -4.350 -2.536 1.392
H -2.244 -1.220 1.425
C 1.763 5.598 4.783
C 1.243 4.726 5.747
C 0.276 3.787 5.382
C -0.161 3.741 4.066
S -1.411 2.435 3.638
O -2.468 2.585 4.631
O -1.756 2.661 2.245
C 0.296 4.638 3.109
C 1.251 5.595 3.482
H 2.576 6.277 5.048
H 1.599 4.766 6.778
H -0.110 3.079 6.113
H -0.074 4.591 2.085
H 1.603 6.325 2.751
```

Results of the Mulliken charge analysis, in e, for atoms 1 through 5: number 1, C, carries -0.8993; number 2, N, carries 0.1541; number 3, C, carries -0.5158; number 4, C, carries -0.4475; number 5, N, carries 0.1636

Below is an isolated molecule of C20H20N2O5 in a non-equilibrium geometry, with properties calculated with ωB97M-V/def2-TZVPD.

Its total energy is -34280.269 eV. The calculation puts the energy above the lowest of the compared OMol25 structures with the same formula, charge and spin at 84.7 kcal/mol. The SMILES is CC(C)c1ccccc1NC(=O)COC(=O)/C=C/c1cccc([N+](=O)[O-])c1.

```
47
C20H20N2O5 (ωB97M-V/def2-TZVPD)
C 2.639 0.507 3.546
C 2.111 -0.687 2.750
C 1.734 -1.824 3.710
C 3.087 -1.212 1.718
C 4.453 -1.015 1.862
C 5.366 -1.517 0.951
C 4.918 -2.241 -0.138
C 3.565 -2.462 -0.306
C 2.648 -1.961 0.612
N 1.271 -2.190 0.448
C 0.639 -2.967 -0.455
O 1.145 -3.672 -1.300
C -0.898 -2.898 -0.304
O -1.435 -1.664 -0.772
C -1.463 -0.629 0.072
O -1.009 -0.674 1.198
C -2.100 0.566 -0.492
C -2.550 0.629 -1.751
C -3.187 1.770 -2.385
C -3.516 1.694 -3.744
C -4.124 2.750 -4.399
C -4.425 3.912 -3.713
C -4.104 3.992 -2.363
N -4.416 5.201 -1.631
O -4.956 6.099 -2.239
O -4.119 5.238 -0.458
C -3.492 2.943 -1.696
H 3.428 0.211 4.233
H 3.020 1.277 2.879
H 1.829 0.933 4.134
H 1.201 -0.339 2.248
H 2.613 -2.148 4.264
H 1.340 -2.682 3.170
H 0.982 -1.485 4.418
H 4.823 -0.456 2.707
H 6.421 -1.343 1.096
H 5.618 -2.638 -0.858
H 3.210 -3.032 -1.147
H 0.672 -1.680 1.091
H -1.341 -3.669 -0.938
H -1.181 -3.052 0.743
H -2.163 1.392 0.200
H -2.431 -0.244 -2.379
H -3.285 0.790 -4.289
H -4.366 2.667 -5.447
H -4.901 4.752 -4.195
H -3.269 3.058 -0.647
```

Results of the Mulliken charge analysis, in e, for atoms 1 through 5: number 1, C, carries -1.9412; number 2, C, carries 1.0986; number 3, C, carries -1.2321; number 4, C, carries 0.5590; number 5, C, carries -0.4277

Below is a structure of composition C20H20N3O6S2Y, with properties calculated with ωB97M-V/def2-TZVPD.

Its total energy is -60534.766 eV. The calculation puts the energy above the lowest of the compared OMol25 structures with the same formula, charge and spin at 6.7 kcal/mol.

```
52
C20H20N3O6S2Y (ωB97M-V/def2-TZVPD)
Y -0.027 0.565 0.246
C 6.247 3.829 -3.647
C 4.885 3.273 -3.343
C 3.845 3.379 -4.256
C 2.587 2.863 -3.973
C 2.381 2.238 -2.755
C 3.403 2.116 -1.819
C 4.645 2.634 -2.123
S 0.787 1.607 -2.413
O 0.285 2.348 -1.203
O -0.044 1.736 -3.574
N 0.978 0.144 -1.859
C 0.103 -0.897 -2.207
C -0.034 -1.477 -3.461
C -0.918 -2.532 -3.586
C -1.636 -2.987 -2.481
C -1.457 -2.350 -1.274
N -0.605 -1.320 -1.147
H 6.278 4.279 -4.638
H 7.005 3.045 -3.604
H 6.526 4.592 -2.919
H 4.017 3.869 -5.206
H 1.776 2.941 -4.683
H 3.232 1.618 -0.873
H 5.451 2.542 -1.404
H 0.539 -1.099 -4.294
H -1.051 -3.007 -4.549
H -2.334 -3.807 -2.557
H -2.012 -2.638 -0.390
C 2.246 0.220 3.325
C 1.467 0.389 2.064
O 2.126 0.663 1.023
H 3.319 0.270 3.144
H 1.972 -0.719 3.809
H 1.946 1.007 4.023
N -1.751 2.044 1.132
C -2.769 1.068 1.521
C -4.122 1.370 1.481
C -5.047 0.377 1.769
C -4.637 -0.906 2.107
C -3.284 -1.191 2.187
C -2.354 -0.209 1.884
S -5.823 -2.228 2.405
O -6.991 -1.792 1.663
O -5.130 -3.382 1.852
O -5.966 -2.236 3.846
H -2.132 2.674 0.432
H -1.475 2.613 1.927
H -4.445 2.364 1.194
H -6.110 0.573 1.705
H -2.978 -2.195 2.451
H -1.297 -0.474 1.999
```

Results of the Mulliken charge analysis, in e, for atoms 1 through 5: number 1, Y, carries 1.2565; number 2, C, carries -1.3748; number 3, C, carries 0.9092; number 4, C, carries -0.8311; number 5, C, carries -0.3895

Below is a structure of composition C20H20N5O3RhSe, with properties calculated with ωB97M-V/def2-TZVPD.

Its total energy is -102993.159 eV. The calculation puts the energy above the lowest of the compared OMol25 structures with the same formula, charge and spin at 7.9 kcal/mol. Its total charge is +2.

```
50
C20H20N5O3RhSe (ωB97M-V/def2-TZVPD)
Rh -0.485 -0.384 -0.901
O 1.401 -0.138 -1.283
N 1.835 1.109 -1.240
N 0.944 1.952 -1.026
O -0.326 1.597 -0.886
C 1.261 3.366 -0.941
C 0.210 4.268 -0.946
C 0.513 5.619 -0.884
C 1.834 6.036 -0.817
C 2.868 5.107 -0.812
C 2.592 3.753 -0.871
H -0.812 3.930 -1.014
H -0.287 6.345 -0.895
H 2.063 7.092 -0.770
H 3.896 5.437 -0.759
H 3.387 3.022 -0.869
O -2.615 -0.304 -0.957
C -3.206 0.826 -0.214
C -3.670 0.314 1.135
C -2.759 -0.791 1.678
C -1.336 -0.432 2.009
C -1.025 -0.159 3.335
C 0.281 -0.016 3.758
C 1.294 -0.202 2.833
C 0.956 -0.434 1.523
N -0.332 -0.499 1.096
H -2.998 -0.347 -1.843
H -4.018 1.235 -0.810
H -2.434 1.584 -0.116
H -4.680 -0.092 1.072
H -3.708 1.162 1.821
H -2.745 -1.625 0.982
H -3.205 -1.174 2.594
H -1.840 -0.102 4.044
H 0.504 0.193 4.795
H 2.337 -0.165 3.112
H 1.721 -0.586 0.783
Se -2.170 -3.292 -1.066
N -0.574 -2.413 -1.148
C 0.393 -3.329 -1.251
C 1.794 -3.104 -1.401
C 2.607 -4.184 -1.518
C 2.125 -5.540 -1.485
C 0.808 -5.802 -1.371
C -0.101 -4.697 -1.260
N -1.402 -4.851 -1.176
H 2.193 -2.107 -1.452
H 3.669 -4.021 -1.648
H 2.834 -6.351 -1.575
H 0.409 -6.807 -1.367
```

Results of the Mulliken charge analysis, in e, for atoms 1 through 5: number 1, Rh, carries 0.3448; number 2, O, carries -0.3125; number 3, N, carries -0.6245; number 4, N, carries 1.2922; number 5, O, carries -0.7479

Below is a structure of composition C20H21BeN3O4 in a non-equilibrium geometry, with properties calculated with ωB97M-V/def2-TZVPD.

Its total energy is -34136.870 eV.

```
49
C20H21BeN3O4 (ωB97M-V/def2-TZVPD)
C -1.543 0.299 0.721
C -3.050 -0.812 1.651
H -1.085 1.356 1.048
H -0.826 -0.643 1.004
H -2.015 0.325 -0.399
H -2.299 -1.547 1.832
H -2.636 0.192 1.595
H -3.625 -0.793 2.590
C 0.589 3.241 -2.117
C 0.418 4.004 -3.253
C 0.224 3.391 -4.477
C 0.092 2.023 -4.544
H 0.753 3.679 -1.142
H 0.546 5.070 -3.202
H 0.104 3.929 -5.380
H -0.089 1.423 -5.421
N 0.487 1.898 -2.175
C 0.240 1.304 -3.377
C 0.190 -0.170 -3.234
N 0.454 -0.646 -1.962
C 0.482 -1.969 -1.668
C -0.063 -2.473 -3.948
C 0.165 -2.875 -2.644
H 0.721 -2.233 -0.634
H 0.189 -3.910 -2.387
C -0.054 -1.106 -4.224
H -0.247 -0.698 -5.210
H -0.313 -3.183 -4.738
Be 0.840 0.694 -1.111
C -4.028 -1.266 0.620
H -4.353 -2.291 0.797
H -3.668 -1.199 -0.396
H -4.947 -0.691 0.660
O 2.875 -1.046 0.020
C 2.328 -0.183 0.683
O 1.759 0.948 0.154
C 2.279 -0.170 2.187
C 2.324 -1.422 2.826
C 1.915 -1.500 4.141
C 1.556 -0.329 4.824
C 1.628 0.931 4.207
C 1.981 1.022 2.883
N 0.796 -0.490 6.028
O 0.604 -1.639 6.489
O 0.364 0.533 6.603
H 2.626 -2.296 2.239
H 1.912 -2.460 4.638
H 1.378 1.786 4.800
H 2.023 1.994 2.402
```

Results of the Mulliken charge analysis, in e, for atoms 1 through 5: number 1, C, carries -0.3973; number 2, C, carries -0.6365; number 3, H, carries 0.2183; number 4, H, carries -0.0812; number 5, H, carries 0.1466

Below is a structure of composition C20H21Br2Cl3N3O6TeTi in a non-equilibrium geometry, with properties calculated with ωB97M-V/def2-TZVPD.

Its total energy is -245902.191 eV. The calculation puts the energy above the lowest of the compared OMol25 structures with the same formula, charge and spin at 39.1 kcal/mol. Its total charge is -1.

```
57
C20H21Br2Cl3N3O6TeTi (ωB97M-V/def2-TZVPD)
Ti 0.177 0.071 0.869
O 1.127 1.200 2.560
C 0.289 1.243 3.714
C -0.391 -0.096 3.989
N -1.080 -0.616 2.796
C -0.961 -2.077 2.687
C 0.459 -2.403 2.183
O 0.842 -3.547 2.109
O 1.150 -1.329 1.927
C -2.432 -0.078 2.648
C -2.436 1.099 1.666
O -3.463 1.703 1.468
O -1.275 1.353 1.135
H 1.827 0.543 2.702
H -0.454 2.011 3.508
H 0.875 1.539 4.586
H -1.098 0.049 4.814
H 0.359 -0.820 4.306
H -1.680 -2.456 1.963
H -1.121 -2.593 3.639
H -2.849 0.268 3.596
H -3.108 -0.828 2.240
C 3.633 -0.113 0.272
C 2.796 -0.852 -0.719
C 3.381 -1.537 -1.804
C 2.631 -2.280 -2.664
C 1.239 -2.366 -2.463
C 0.320 -3.131 -3.219
Br 0.952 -4.191 -4.666
C -1.012 -3.148 -2.939
C -1.504 -2.402 -1.852
Br -3.349 -2.392 -1.451
C -0.666 -1.662 -1.057
O -1.065 -0.960 -0.003
C 0.719 -1.636 -1.381
N 1.485 -0.888 -0.541
H 4.674 -0.086 -0.040
H 3.575 -0.624 1.237
H 3.299 0.922 0.392
H 4.452 -1.481 -1.937
H 3.097 -2.820 -3.476
H -1.689 -3.748 -3.528
C -2.472 3.505 -1.099
Te -2.290 1.447 -1.635
C -2.974 1.832 -3.647
H -3.301 3.951 -1.645
H -1.550 4.044 -1.307
H -2.682 3.529 -0.033
H -3.944 2.328 -3.641
H -3.070 0.884 -4.175
H -2.256 2.454 -4.177
Cl 2.959 2.345 -3.055
C 2.050 3.063 -1.771
Cl 1.565 4.699 -2.007
Cl 3.978 3.313 0.111
C 1.341 2.265 -0.999
N 0.924 1.498 -0.183
```

Results of the Mulliken charge analysis, in e, for atoms 1 through 5: number 1, Ti, carries -0.4825; number 2, O, carries -0.2609; number 3, C, carries -0.7413; number 4, C, carries -0.7751; number 5, N, carries 0.6483

Below is a structure of composition C20H21Cl8GeMnNS3SbSi, with properties calculated with ωB97M-V/def2-TZVPD.

Its total energy is -257514.092 eV. As for the spin multiplicity: 2. The calculation puts the energy above the lowest of the compared OMol25 structures with the same formula, charge and spin at 0.0 kcal/mol. Its total charge is -1.

```
57
C20H21Cl8GeMnNS3SbSi (ωB97M-V/def2-TZVPD)
Mn -0.850 -1.088 0.470
S -4.434 -2.467 3.200
Sb -2.434 -2.553 4.177
S -0.546 -1.467 2.731
S -1.537 -0.242 4.128
C 3.020 1.518 2.931
N 3.395 0.484 1.981
C 3.484 -0.803 2.662
C 2.418 0.431 0.906
C 2.851 -0.388 -0.286
C 4.191 -0.647 -0.541
C 4.576 -1.387 -1.649
C 3.622 -1.865 -2.535
C 2.283 -1.597 -2.312
C 1.895 -0.864 -1.192
H 3.759 1.563 3.732
H 2.032 1.334 3.384
H 2.993 2.489 2.432
H 4.260 -0.754 3.427
H 3.740 -1.591 1.956
H 2.532 -1.079 3.141
H 2.216 1.454 0.572
H 1.455 0.049 1.281
H 4.928 -0.268 0.156
H 5.625 -1.594 -1.818
H 3.919 -2.452 -3.396
H 1.523 -1.973 -2.983
C -0.748 2.922 -2.027
Si -1.409 1.216 -2.390
C -0.872 0.653 -4.091
C -3.270 1.210 -2.287
C -0.594 0.018 -1.227
C 0.488 -0.572 -0.977
H -1.148 3.649 -2.739
H 0.342 2.936 -2.097
H -1.025 3.241 -1.021
H -1.256 1.318 -4.870
H -1.237 -0.356 -4.293
H 0.218 0.636 -4.161
H -3.672 1.751 -3.150
H -3.627 1.708 -1.385
H -3.680 0.198 -2.304
Cl -0.880 -4.909 1.442
Ge 0.151 -3.353 0.272
Cl 2.254 -3.859 0.669
Cl -0.129 -4.164 -1.780
Cl -0.830 2.417 1.730
C -2.307 1.583 1.352
C -2.226 0.298 0.858
C -3.421 -0.320 0.563
Cl -3.164 -1.920 -0.113
C -4.671 0.233 0.735
Cl -6.088 -0.628 0.296
C -4.722 1.531 1.244
Cl -6.250 2.294 1.480
C -3.538 2.209 1.549
Cl -3.611 3.818 2.167
```

Results of the Mulliken charge analysis, in e, for atoms 1 through 5: number 1, Mn, carries -1.5417; number 2, S, carries -0.5890; number 3, Sb, carries 0.3773; number 4, S, carries -0.2720; number 5, S, carries -0.3754

Below is an isolated molecule of C20H21ClFNO3S in a non-equilibrium geometry, with properties calculated with ωB97M-V/def2-TZVPD.

Its total energy is -54787.675 eV. The calculation puts the energy above the lowest of the compared OMol25 structures with the same formula, charge and spin at 0.0 kcal/mol. The SMILES is CC(=O)Oc1cc2c(s1)CCN([C@@H](C(=O)CCCCl)c1ccccc1F)C2.

```
48
C20H21ClFNO3S (ωB97M-V/def2-TZVPD)
C 5.020 5.053 3.900
C 3.830 4.121 3.701
O 3.152 3.925 4.671
O 3.658 3.631 2.425
C 2.950 2.472 2.270
C 2.212 2.202 1.135
C 1.534 0.925 1.184
C 1.861 0.265 2.352
S 2.948 1.136 3.427
C 1.170 -0.992 2.770
C -0.163 -1.079 2.067
N 0.065 -1.000 0.603
C -1.002 -1.656 -0.239
C -2.423 -0.987 -0.356
O -2.690 0.028 0.249
C -3.615 -1.763 -0.981
C -4.245 -1.108 -2.251
C -4.819 0.264 -2.038
Cl -5.765 0.749 -3.443
C -0.460 -1.838 -1.655
C 0.184 -3.027 -1.979
C 0.755 -3.271 -3.213
C 0.659 -2.271 -4.186
C 0.082 -1.058 -3.861
C -0.530 -0.835 -2.638
F -1.101 0.384 -2.391
C 0.622 0.311 0.173
H 4.772 5.727 4.699
H 5.908 4.479 4.171
H 5.175 5.652 2.966
H 2.046 2.971 0.388
H 1.749 -1.897 2.546
H 0.986 -0.985 3.844
H -0.778 -0.224 2.437
H -0.635 -2.004 2.364
H -1.185 -2.657 0.198
H -4.358 -1.922 -0.202
H -3.295 -2.786 -1.343
H -5.038 -1.797 -2.597
H -3.539 -1.044 -3.094
H -5.454 0.246 -1.118
H -4.046 1.003 -1.868
H 0.262 -3.795 -1.210
H 1.273 -4.183 -3.421
H 1.170 -2.359 -5.120
H 0.158 -0.237 -4.564
H 1.154 0.224 -0.795
H -0.216 1.008 0.023
```

Results of the Mulliken charge analysis, in e, for atoms 1 through 5: number 1, C, carries -0.9771; number 2, C, carries 0.6532; number 3, O, carries -0.4712; number 4, O, carries -0.3894; number 5, C, carries 0.5137

Below is a structure of composition C20H21ClN3O4PdS2, with properties calculated with ωB97M-V/def2-TZVPD.

Its total energy is -71416.074 eV. Its total charge is -1.

```
52
C20H21ClN3O4PdS2 (ωB97M-V/def2-TZVPD)
Pd -1.167 1.002 -0.675
O 2.806 1.680 1.118
C 3.594 0.678 0.676
C 4.959 0.742 0.966
C 5.817 -0.242 0.518
C 5.330 -1.311 -0.231
C 3.978 -1.371 -0.519
C 3.090 -0.393 -0.075
C 1.628 -0.473 -0.386
O 0.868 0.372 0.216
N 1.261 -1.401 -1.227
N -0.087 -1.323 -1.539
C -0.610 -2.465 -1.698
S -2.306 -2.619 -2.188
C -2.152 -4.359 -2.656
C -1.227 -5.021 -1.649
S 0.256 -3.994 -1.475
H 1.888 1.431 0.809
H 5.315 1.586 1.544
H 6.873 -0.177 0.751
H 5.997 -2.087 -0.584
H 3.570 -2.186 -1.102
H -1.750 -4.447 -3.665
H -3.148 -4.802 -2.629
H -0.914 -6.010 -1.986
H -1.730 -5.121 -0.687
N 0.283 3.147 -1.265
C -0.487 4.340 -0.899
C -1.963 4.002 -0.647
C -2.562 3.282 -1.859
O -3.148 3.925 -2.722
O -2.342 2.012 -1.942
H 1.272 3.265 -1.083
H 0.177 2.937 -2.252
H -0.422 5.129 -1.658
H -0.058 4.741 0.021
H -2.519 4.926 -0.483
H -2.035 3.372 0.242
Cl -3.678 2.131 2.523
C -2.611 0.755 2.649
C -2.041 0.506 3.886
C -1.177 -0.568 4.039
C -0.903 -1.391 2.956
C -1.485 -1.133 1.730
C -2.350 -0.046 1.532
C -2.830 0.235 0.161
H -2.271 1.160 4.715
H -0.721 -0.754 5.003
H -0.222 -2.226 3.059
H -1.261 -1.771 0.883
H -3.601 1.001 0.116
H -3.182 -0.669 -0.336
```

Results of the Mulliken charge analysis, in e, for atoms 1 through 5: number 1, Pd, carries 0.6654; number 2, O, carries -0.7336; number 3, C, carries 0.2263; number 4, C, carries -0.6653; number 5, C, carries -0.2915